<A>
C4H8O3 | ωB97M-V/def2-TZVPD

```
! wB97M-V def2-TZVPD RIJCOSX def2/J DEFGRID3
* xyz 0 1
H 2.885 0.924 -1.445
H -3.289 0.791 -0.595
O 1.073 -0.811 -2.185
H 2.795 -0.402 -0.264
C -2.357 0.549 -0.129
H -0.444 -0.656 1.207
C 0.476 -0.099 -1.421
O -2.182 -0.711 0.136
H -1.215 -2.322 0.801
C -1.162 -1.260 0.704
O 1.055 0.690 -0.510
H 2.786 1.299 0.294
H -0.608 0.109 -1.449
C 2.472 0.616 -0.486
H -1.721 1.268 0.337
*
```

As for the HOMO energy (spin up / spin down): -7.767 / -7.804 eV. The value obtained for the HOMO-LUMO gap (spin up / spin down) is 8.32 / 8.37 eV.

<B>
C4H8O3 | ωB97M-V/def2-TZVPD

```
! wB97M-V def2-TZVPD RIJCOSX def2/J DEFGRID3
* xyz 0 1
H 2.122 -0.099 -0.646
O 0.498 0.757 0.339
O -2.514 -1.915 1.014
C 1.880 0.483 0.255
H -2.869 -2.141 0.147
H -1.113 1.488 -0.633
H 2.137 -0.116 1.133
H 0.412 2.354 -0.989
O 0.341 -1.864 -0.648
C -1.479 -1.008 0.821
C -0.437 -1.385 0.095
H -1.499 -0.073 1.364
C -0.041 1.370 -0.813
H 0.098 0.736 -1.702
H 2.465 1.412 0.262
*
```

As for the HOMO energy: -8.377 eV. The value obtained for the HOMO-LUMO gap is 9.06 eV. As for the SMILES: O=C=CO.COC.

<C>
C4H8O3 | ωB97M-V/def2-TZVPD

```
! wB97M-V def2-TZVPD RIJCOSX def2/J DEFGRID3
* xyz 0 1
H -0.792 -1.491 0.813
H 0.599 1.672 -0.404
H 0.329 -1.407 -2.393
C -0.111 -0.361 -0.568
C -1.073 0.724 2.101
H 0.754 0.321 -2.459
C 0.535 0.778 0.222
H 1.765 -0.824 -1.541
O -1.745 -0.236 1.805
C 0.736 -0.569 -1.821
O -0.060 1.262 1.450
H -1.138 -0.080 -0.855
O -0.100 -1.576 0.137
H -1.250 1.306 3.014
H 1.550 0.479 0.498
*
```

As for the HOMO energy: -10.223 eV. The value obtained for the HOMO-LUMO gap is 11.06 eV. As for the SMILES: C[C@@H](O)COC=O.

<D>
C4H8O3 | ωB97M-V/def2-TZVPD

```
! wB97M-V def2-TZVPD RIJCOSX def2/J DEFGRID3
* xyz 0 1
C 2.138 -0.942 0.620
H -1.859 2.046 -0.382
O 1.396 -1.150 -0.456
H -0.366 -1.116 -1.422
H 0.225 0.355 1.788
O -0.544 0.752 1.341
C -0.347 0.570 -0.037
C -1.611 1.041 -0.730
H 3.203 -1.076 0.383
H -0.523 -1.574 0.296
H -1.473 1.064 -1.815
O 1.756 -0.620 1.722
H 0.509 1.167 -0.406
C -0.032 -0.887 -0.404
H -2.444 0.374 -0.485
*
```

As for the HOMO energy: -10.204 eV. The value obtained for the HOMO-LUMO gap is 11.06 eV. As for the SMILES: C[C@@H](O)COC=O.

Relative to the most stable one, in hartree, the structures come out at <A> 0.1442; <B> 0.0930; <C> 0.0046; <D> 0.0000.

<A>
C4H8O3 | ωB97M-V/def2-TZVPD

```
! wB97M-V def2-TZVPD RIJCOSX def2/J DEFGRID3
* xyz 0 1
O -2.606 -1.190 -0.104
C -1.211 -1.300 -0.058
O 0.963 0.328 -1.450
H 1.047 0.757 1.786
C 1.418 1.061 -0.326
H -0.929 -2.183 0.539
H 1.071 0.788 -2.285
O -1.394 0.828 0.952
C -0.605 -0.028 0.601
H 2.517 1.143 -0.287
H -2.809 -0.317 0.271
C 0.894 0.222 0.839
H -0.839 -1.485 -1.077
H 1.017 2.087 -0.278
H 1.465 -0.711 0.876
*
```

As for the HOMO energy: -10.100 eV. The value obtained for the HOMO-LUMO gap is 10.75 eV. As for the SMILES: O=C(CO)CCO.

<B>
C4H8O3 | ωB97M-V/def2-TZVPD

```
! wB97M-V def2-TZVPD RIJCOSX def2/J DEFGRID3
* xyz 0 1
O 1.405 0.413 0.173
O 0.710 -0.921 -1.518
H -3.429 0.311 -1.059
H -0.399 -1.845 0.324
H 2.588 1.062 -1.420
C 0.507 -0.363 -0.467
H -0.792 -0.353 1.356
H -1.831 1.089 -1.190
C 2.666 0.440 -0.525
O -1.924 -0.795 -0.325
C -2.477 0.476 -0.548
H 2.959 -0.570 -0.831
C -0.703 -0.804 0.347
H 3.382 0.858 0.179
H -2.667 1.016 0.393
*
```

As for the HOMO energy: -10.055 eV. The value obtained for the HOMO-LUMO gap is 10.90 eV. As for the SMILES: COCC(=O)OC.

Relative to the most stable one, in hartree, the structures come out at <A> 0.0000; <B> 0.0118.

<A>
C7H7F2N | ωB97M-V/def2-TZVPD

```
! wB97M-V def2-TZVPD RIJCOSX def2/J DEFGRID3
* xyz 0 1
H -0.483 -2.359 -0.046
C -0.951 -0.214 -0.046
F -3.115 -1.263 0.076
F -2.983 1.042 -0.158
C -2.269 -0.127 0.156
C -0.366 2.272 -0.043
H 1.613 -3.011 -0.016
N -0.172 -1.405 -0.227
C 1.287 0.384 0.100
C 1.196 -1.093 -0.026
H -0.664 2.617 0.938
C 2.116 -2.051 0.016
H 0.531 2.973 -0.135
H 3.121 -1.920 0.339
C 0.006 0.855 -0.002
H 2.169 0.953 -0.015
H -1.037 2.348 -0.911
*
```

As for the HOMO energy: -7.833 eV. The value obtained for the HOMO-LUMO gap is 7.90 eV. As for the SMILES: C=c1cc(C)c(=C(F)F)[nH]1.

<B>
C7H7F2N | ωB97M-V/def2-TZVPD

```
! wB97M-V def2-TZVPD RIJCOSX def2/J DEFGRID3
* xyz 0 1
C 0.205 -0.970 -0.038
C 0.308 -2.256 0.367
F 1.259 -3.131 -0.229
H -1.964 -1.279 1.836
C 0.604 1.043 -1.063
H -0.956 -0.319 2.616
H 1.020 3.103 -1.898
H 1.882 1.926 -2.636
N 0.828 -0.310 -1.132
F -0.511 -2.899 1.201
C 1.161 2.044 -1.859
H -0.608 2.270 0.384
C -1.517 -0.245 1.758
H -2.222 0.588 1.702
C -0.364 1.264 0.001
C -0.648 0.007 0.637
H 1.523 -0.836 -1.648
*
```

As for the HOMO energy (spin up / spin down): -7.390 / -7.391 eV. The value obtained for the HOMO-LUMO gap (spin up / spin down) is 7.57 / 7.57 eV. As for the SMILES: C=c1cc(C)c(=C(F)F)[nH]1.

Relative to the most stable one, in hartree, the structures come out at <A> 0.0000; <B> 0.0081.

<A>
C12H31FeO5 | ωB97M-V/def2-TZVPD

```
! wB97M-V def2-TZVPD RIJCOSX def2/J DEFGRID3
* xyz -1 5
C -2.641 -0.355 2.850
H -0.826 4.094 0.962
C 3.363 0.599 1.945
H 2.480 -1.273 1.499
H 2.141 3.396 1.191
H 1.600 -1.613 -2.298
O 0.890 2.523 -0.271
H -0.258 -0.179 2.231
C 0.358 -2.803 -1.124
H 1.275 -4.450 -0.167
H -1.106 -1.826 -0.100
C 1.401 -3.362 -0.144
H -2.521 1.319 -0.231
O -0.709 0.174 1.457
H 4.041 -1.036 0.764
H -3.641 -0.003 3.104
H 3.832 0.150 2.826
H -0.857 -0.493 -4.811
O -0.277 -1.648 -0.541
H -0.456 -3.529 -1.240
H 0.214 4.483 2.339
C 3.067 -0.533 0.919
H -3.280 -0.211 0.115
H 1.213 -3.060 0.886
H 2.380 0.940 2.290
Fe 0.471 0.467 -0.366
H -1.652 -1.511 -3.605
C -1.383 0.566 -2.925
H -1.595 1.517 -3.453
C 0.958 -2.483 -2.481
C -2.038 0.539 1.788
H 2.416 -3.051 -0.383
O 2.500 -0.173 -0.270
H -2.072 -0.340 3.786
C 0.213 4.268 1.262
H -2.655 -1.409 2.556
O -0.148 0.657 -2.328
C -1.601 -0.490 -4.007
H -2.541 -0.333 -4.553
H 0.209 -2.240 -3.225
C -2.950 0.724 0.578
H 3.935 1.420 1.521
C 1.098 3.072 0.968
H 0.973 2.336 1.801
H 0.541 5.152 0.708
H -2.007 1.565 2.188
H -2.167 0.433 -2.158
H 1.612 -3.298 -2.790
H -3.798 1.308 0.938
*
```

As for the HOMO energy (spin up / spin down): -3.711 / -3.259 eV. The value obtained for the HOMO-LUMO gap (spin up / spin down) is 6.24 / 5.79 eV.

<B>
C12H31FeO5 | ωB97M-V/def2-TZVPD

```
! wB97M-V def2-TZVPD RIJCOSX def2/J DEFGRID3
* xyz -1 5
H 3.991 -0.529 1.227
C -3.272 0.182 -1.299
H -2.912 1.202 -1.453
H 1.400 2.565 3.291
C 2.893 -0.468 1.199
C -0.519 2.880 2.321
H -4.372 -0.930 0.145
H 0.120 3.543 -0.515
C 0.852 1.562 -1.113
C -0.794 -3.032 -2.046
H -0.768 0.550 -1.576
H 1.243 -4.666 -0.770
H 2.653 0.533 0.825
H -1.630 -3.739 -1.996
H 0.784 -4.132 0.852
H 1.275 4.134 2.389
H 2.620 -1.134 0.362
H 1.482 1.605 -0.232
C -0.011 -2.924 -0.752
H -2.619 -0.586 -1.715
O -0.553 -2.054 0.232
H 2.435 1.679 -2.537
C 0.295 2.937 -1.408
C 2.171 -0.788 2.505
C 1.608 1.012 -2.297
H -1.264 -2.087 -2.320
C 1.001 3.068 2.407
C -3.635 -0.098 0.162
H -4.192 0.160 -1.911
H 2.508 -0.023 3.237
H 0.977 3.534 -2.024
O -0.227 0.666 -0.790
H 0.923 -2.405 -1.006
H -0.394 -4.981 -0.145
H -0.832 3.392 1.369
H 0.943 0.967 -3.164
H -0.100 -3.318 -2.838
Fe -0.590 -0.061 1.251
O -2.602 -0.386 1.013
H 1.510 2.632 1.536
H -0.666 2.893 -1.928
O 0.821 -0.905 2.402
H 1.960 0.014 -2.039
H -0.965 3.494 3.136
H -1.464 -2.325 0.420
H -4.157 0.801 0.553
C 0.427 -4.256 -0.169
O -0.914 1.590 2.355
H 2.563 -1.768 2.858
*
```

As for the HOMO energy (spin up / spin down): -3.498 / -3.210 eV. The value obtained for the HOMO-LUMO gap (spin up / spin down) is 6.36 / 6.07 eV.

Relative to the most stable one, in hartree, the structures come out at <A> 0.0278; <B> 0.0000.